The following is a DFT calculation (wB97M-V/def2-TZVPD) of a 2-piece molecular cluster, C5H17N2O overall.

The energy above the lowest of the compared OMol25 structures with the same formula, charge and spin comes out at 25.53 kcal per mole. Its frontier orbital gap is 10.0 eV. For the HOMO energy, the calculation gives -13.110 eV. Its LUMO energy is -3.1 eV.

```
! RIJCOSX wB97M-V def2-TZVPD def2/J DEFGRID3
* xyz 1 1
N -2.089 -0.121 -0.461
C -0.806 0.438 -0.913
C -0.406 0.114 -2.351
C 0.275 0.185 0.112
N -0.280 0.545 1.432
C 0.200 -0.338 2.507
C 0.094 1.939 1.741
H -2.227 0.238 0.498
H -2.864 0.066 -1.098
H -2.000 -1.133 -0.326
H -0.920 1.523 -0.949
H 0.068 -0.867 -2.390
H -1.259 0.045 -3.011
H 0.294 0.834 -2.775
H 0.447 -0.902 0.091
H 1.201 0.654 -0.217
H 1.112 0.022 3.007
H -0.557 -0.385 3.295
H 0.424 -1.327 2.125
H -0.460 2.253 2.628
H -0.238 2.591 0.937
H 1.157 2.012 1.997
H 3.366 -2.314 -2.436
H 2.883 -3.382 -1.421
O 2.587 -2.692 -2.022
*
```


The following is a DFT calculation (wB97M-V/def2-TZVPD) of a 2-piece molecular cluster, C5H17N2O2 overall.

The energy above the lowest of the compared OMol25 structures with the same formula, charge and spin comes out at 70.46 kcal per mole. Its frontier orbital gap is 9.2 eV. For the HOMO energy, the calculation gives -12.329 eV. Its LUMO energy is -3.1 eV.

```
! RIJCOSX wB97M-V def2-TZVPD def2/J DEFGRID3
* xyz 1 1
N -0.301 -1.788 -0.610
C -1.014 -0.399 -0.695
C -2.345 -0.741 -1.263
C -1.018 0.253 0.679
N -0.668 1.771 0.559
C 0.680 2.240 0.802
C 1.779 1.364 0.163
O 1.781 1.084 -1.301
H -0.141 -1.928 -1.628
H 0.581 -1.651 -0.022
H -0.880 -2.558 -0.346
H -0.427 0.303 -1.476
H -2.683 -1.815 -0.777
H -3.256 -0.096 -1.044
H -2.449 -0.992 -2.394
H -0.417 -0.273 1.435
H -2.128 0.189 1.086
H -0.959 2.077 -0.396
H 1.005 2.179 1.794
H 0.734 3.285 0.513
H 2.718 1.680 0.481
H 1.638 0.441 0.588
H 1.660 1.930 -1.745
H 1.770 -2.886 1.751
H 2.487 -1.671 2.238
O 1.853 -1.997 1.607
*
```


The following is a DFT calculation (wB97M-V/def2-TZVPD) of C5H17N2O6Tl as an isolated structure.

The energy above the lowest of the compared OMol25 structures with the same formula, charge and spin comes out at 0.00 kcal per mole. Its frontier orbital gap is 2.7 eV. For the HOMO energy, the calculation gives -15.986 eV. Its LUMO energy is -13.3 eV.

```
! RIJCOSX wB97M-V def2-TZVPD def2/J DEFGRID3
* xyz 2 1
Tl 18.884 -31.346 7.583
O 20.106 -30.452 5.317
H 20.632 -29.639 5.388
C 22.518 -31.998 3.219
C 21.064 -32.614 3.053
O 20.167 -31.596 2.848
O 22.540 -31.385 4.458
H 22.689 -31.304 2.392
H 23.219 -32.834 3.203
H 20.755 -33.194 3.922
H 21.092 -33.196 2.122
H 19.899 -31.214 3.727
H 21.593 -31.169 4.690
C 18.453 -27.553 4.587
C 17.495 -26.705 3.712
O 18.150 -25.833 2.889
O 19.337 -28.252 3.774
H 17.885 -28.250 5.212
H 19.000 -26.874 5.278
H 16.767 -26.207 4.349
H 16.926 -27.453 3.126
H 18.861 -26.292 2.415
H 19.602 -29.080 4.233
C 20.489 -27.644 7.667
O 20.027 -28.660 8.193
N 19.719 -26.500 7.597
N 21.707 -27.585 7.060
H 19.021 -26.415 8.319
H 19.945 -25.708 7.022
H 22.006 -26.665 6.785
H 22.306 -28.389 7.068
*
```


The following is a DFT calculation (wB97M-V/def2-TZVPD) of a 3-piece molecular cluster, C5H17N3 overall.

The energy above the lowest of the compared OMol25 structures with the same formula, charge and spin comes out at 19.07 kcal per mole. Its frontier orbital gap is 7.7 eV. For the HOMO energy, the calculation gives -13.737 eV. Its LUMO energy is -6.0 eV.

```
! RIJCOSX wB97M-V def2-TZVPD def2/J DEFGRID3
* xyz 2 1
C -2.419 -3.385 0.081
C -4.616 2.132 1.297
C -1.847 -0.982 -0.008
C -2.216 -2.078 -0.628
C -4.797 2.246 -0.184
N -1.667 0.358 -0.615
N 10.239 0.233 0.168
N -4.103 1.507 -0.979
H -2.051 -4.164 -0.467
H -3.541 -3.535 0.044
H -1.880 -3.556 1.044
H -5.341 1.414 1.423
H -4.869 2.959 1.935
H -3.773 1.546 1.375
H -1.396 -1.100 0.981
H -2.401 -2.060 -1.623
H -5.600 2.893 -0.668
H -0.953 0.802 0.077
H 9.997 0.163 1.268
H 10.650 -0.599 -0.279
H 10.924 0.985 0.120
H 9.413 0.295 -0.517
H -3.253 0.872 -0.606
H -1.230 0.129 -1.548
H -4.342 1.211 -1.874
*
```


Question: Among the records above, which one has the highest frontier orbital gap?
Answer: C5H17N2O